# 1
{"formula": "C28H38N2O3", "method": "ωB97M-V/def2-TZVPD", "e_tot_ev": -38776.4516, "spin_multiplicity": 1, "fmax_ha_per_bohr": 0.0153, "e_lumo_ha": 0.0273, "de_lowest_kcal_mol": 0.0, "symbols": ["O", "O", "O", "N", "N", "C", "C", "C", "C", "C", "C", "C", "C", "C", "C", "C", "C", "C", "C", "C", "C", "C", "C", "C", "C", "C", "C", "C", "C", "C", "C", "C", "C", "H", "H", "H", "H", "H", "H", "H", "H", "H", "H", "H", "H", "H", "H", "H", "H", "H", "H", "H", "H", "H", "H", "H", "H", "H", "H", "H", "H", "H", "H", "H", "H", "H", "H", "H", "H", "H", "H"], "positions_angstrom": [[1.1604, 0.0762, -1.9526], [-1.8353, 4.3552, 1.9801], [-1.4538, -1.9864, 2.0892], [-1.4814, 3.9450, -0.2087], [0.3557, -4.4341, 0.3782], [3.7000, -2.6972, -0.7069], [-1.9858, -2.9615, 1.2034], [1.0198, 2.2048, -0.7448], [3.1136, -1.9530, 1.4867], [0.7591, 0.6948, -0.7533], [-2.6604, -0.1376, 1.0413], [-2.2713, 5.8269, -1.5748], [-1.7669, 2.0816, 1.3391], [-1.6438, -0.6673, 1.8324], [-1.3797, -2.8457, -0.1994], [-0.7457, 0.2064, 2.4482], [-2.0238, 5.0018, -2.8325], [3.2173, -2.9881, 0.5644], [-2.7196, 1.2248, 0.8046], [4.0664, -1.4080, -1.0483], [2.8554, -4.3957, 0.9356], [-1.6231, -4.3267, 1.7893], [1.6660, -4.9823, 0.1357], [0.1245, -3.1021, -0.1403], [3.9646, -0.3865, -0.1183], [-0.8123, 1.5605, 2.2081], [-0.1106, -4.5382, 1.7459], [0.1717, 2.9520, -1.7755], [-1.3297, 5.3652, -0.4681], [-2.2104, 3.5253, -2.5010], [-1.7214, 3.5526, 1.0681], [3.4840, -0.6631, 1.1513], [-1.3019, 3.0655, -1.3502], [-1.9716, -4.3841, 2.8209], [-0.2926, 5.5781, -0.7515], [1.6104, -6.0522, 0.3651], [1.8677, -4.8782, -0.9335], [2.7443, -2.1602, 2.4817], [0.2144, 2.4034, -2.7180], [-1.6259, 2.0655, -1.0587], [4.2656, 0.6193, -0.3756], [0.5943, 3.9429, -1.9412], [-3.0815, -2.8657, 1.1563], [2.6312, -4.4530, 2.0019], [-3.4092, -0.7787, 0.6022], [1.2647, 0.2330, 0.1044], [-3.3048, 5.6950, -1.2483], [3.8007, -3.4908, -1.4333], [-2.0121, 2.9064, -3.3771], [-1.5449, 5.8827, 0.4688], [0.1293, -5.5359, 2.1220], [-0.3078, 0.4877, -0.6618], [-0.1111, 2.2310, 2.6820], [0.3608, -3.7895, 2.4032], [2.0781, 2.3719, -0.9632], [-2.7201, 5.2936, -3.6210], [-1.5590, -1.8550, -0.6186], [-3.2500, 3.3647, -2.2046], [-1.0113, 5.1791, -3.1992], [0.0062, -0.2070, 3.1018], [3.7160, -5.0413, 0.7401], [-2.1077, 6.8878, -1.7685], [3.4037, 0.1283, 1.8827], [-3.5223, 1.6188, 0.1969], [2.1241, 0.0932, -1.9968], [-1.8511, -3.5899, -0.8417], [0.8185, 2.5913, 0.2546], [0.5941, -2.3245, 0.4831], [0.5477, -3.0289, -1.1440], [4.4473, -1.2040, -2.0394], [-2.1177, -5.1001, 1.2019]], "atomic_forces_ev_per_a": [[0.15, -0.11, -0.52], [0.01, 0.00, 0.31], [0.07, 0.11, 0.24], [-0.05, 0.11, -0.08], [-0.08, -0.01, 0.04], [-0.06, -0.04, 0.07], [-0.39, -0.48, -0.49], [-0.20, -0.26, -0.28], [0.04, -0.01, -0.01], [0.06, 0.31, 0.50], [-0.06, -0.35, 0.07], [0.31, -0.08, -0.10], [-0.16, -0.13, 0.16], [0.12, 0.33, 0.04], [0.21, 0.23, 0.27], [-0.10, -0.24, -0.06], [-0.28, -0.03, 0.09], [0.13, 0.06, 0.06], [0.17, 0.18, 0.15], [0.07, 0.04, -0.07], [-0.31, -0.18, -0.21], [0.18, 0.37, 0.14], [0.27, -0.07, 0.18], [-0.29, 0.16, -0.21], [0.04, 0.11, 0.00], [-0.13, 0.04, -0.11], [-0.22, -0.14, -0.01], [-0.07, -0.05, 0.26], [-0.24, 0.46, 0.18], [0.17, 0.00, 0.05], [-0.03, -0.04, 0.10], [0.04, 0.06, 0.04], [0.10, -0.43, -0.51], [-0.08, -0.01, 0.02], [-0.02, 0.01, 0.03], [0.08, 0.02, -0.09], [0.04, -0.08, 0.00], [-0.05, -0.05, 0.09], [0.02, 0.06, -0.08], [0.06, 0.21, -0.09], [0.03, 0.08, -0.03], [0.00, 0.04, -0.12], [0.17, 0.02, 0.05], [0.07, -0.03, 0.03], [-0.03, -0.09, -0.04], [-0.16, 0.03, -0.08], [-0.05, 0.04, 0.04], [0.01, -0.10, -0.09], [-0.02, -0.07, 0.00], [0.14, -0.07, -0.18], [0.04, 0.04, 0.05], [-0.04, -0.01, 0.11], [0.08, 0.07, 0.05], [0.07, -0.10, 0.03], [0.07, 0.00, 0.09], [0.07, 0.01, -0.06], [-0.06, -0.01, -0.05], [-0.06, -0.05, -0.01], [0.05, 0.05, -0.07], [0.12, -0.07, 0.07], [0.01, -0.03, 0.09], [-0.03, 0.04, 0.03], [-0.01, 0.07, 0.06], [-0.03, 0.03, -0.12], [-0.09, -0.08, 0.07], [-0.04, 0.00, -0.05], [0.10, 0.07, 0.08], [0.00, -0.01, -0.13], [0.04, 0.05, 0.04], [0.05, 0.02, -0.08], [-0.02, -0.02, 0.00]], "nbo_charge": [-0.729, -0.629, -0.533, -0.452, -0.462, -0.213, 0.098, -0.417, -0.172, -0.072, -0.327, -0.404, -0.158, 0.399, -0.430, -0.276, -0.404, -0.018, -0.178, -0.217, -0.445, -0.403, -0.189, -0.230, -0.247, -0.161, -0.225, -0.425, -0.228, -0.392, 0.677, -0.214, -0.038, 0.215, 0.183, 0.195, 0.194, 0.204, 0.221, 0.231, 0.214, 0.202, 0.178, 0.209, 0.222, 0.177, 0.201, 0.209, 0.212, 0.254, 0.201, 0.175, 0.227, 0.172, 0.198, 0.211, 0.218, 0.198, 0.196, 0.222, 0.220, 0.212, 0.215, 0.218, 0.468, 0.216, 0.209, 0.179, 0.214, 0.214, 0.212]}



# 2
{"formula": "C12H12Cl3GeN4O2PdS2", "method": "ωB97M-V/def2-TZVPD", "e_tot_ev": -141919.2075, "charge": 1, "spin_multiplicity": 1, "fmax_ha_per_bohr": 0.1042, "e_lumo_ha": [-0.2424, -0.2445], "de_lowest_kcal_mol": 0.0, "symbols": ["Pd", "Ge", "Cl", "Cl", "Cl", "S", "S", "O", "O", "N", "N", "N", "N", "C", "C", "C", "C", "C", "C", "C", "C", "C", "C", "C", "C", "H", "H", "H", "H", "H", "H", "H", "H", "H", "H", "H", "H"], "positions_angstrom": [[1.1628, 0.2020, -2.7797], [3.6884, -0.1661, -0.8033], [3.2234, 1.5351, -2.2528], [2.9174, -1.7349, -2.3923], [5.8231, 0.1421, -0.4323], [1.3583, -0.0999, 0.7073], [1.7115, 0.9805, -5.9682], [1.9150, -1.3870, 1.0374], [2.3780, 0.9123, 0.4234], [0.5382, -0.1925, -0.7019], [-0.7587, -2.0449, -0.0015], [-2.4748, 2.0129, 4.6175], [-0.3574, -1.5473, -2.2735], [-1.5747, 1.5178, 3.7328], [-1.4177, -3.1287, -0.3820], [0.2753, 0.5098, 1.9332], [-0.2253, -1.2876, -0.9561], [1.2556, 0.1251, -4.7967], [-0.3551, -0.3581, 2.8170], [-1.0020, -2.6452, -2.6423], [-1.5650, -3.4987, -1.7130], [-0.0154, 1.8713, 1.9240], [-0.1520, 1.8986, -2.8790], [-0.9275, 2.3743, 2.8208], [-1.2665, 0.1443, 3.7156], [-1.7599, -0.5147, 4.4187], [-1.1540, 3.4329, 2.8316], [-1.0610, -2.8367, -3.7074], [0.4935, 2.5190, 1.2216], [-0.1123, -1.4102, 2.7835], [-0.3869, 2.0659, -1.8334], [0.4068, 2.7158, -3.3236], [-1.0236, 1.6114, -3.4582], [-2.9386, 1.4121, 5.2712], [-2.0825, -4.3974, -2.0087], [-1.8441, -3.7239, 0.4183], [-2.6925, 2.9906, 4.6318]], "atomic_forces_ev_per_a": [[-1.11, 0.82, -1.34], [-0.55, 1.82, -2.19], [1.36, -0.32, 0.93], [0.91, 0.85, 1.79], [-1.73, -0.64, 0.17], [-4.76, -2.34, -0.75], [-0.10, -0.46, -0.21], [0.98, 0.02, 0.28], [3.01, 0.53, -0.68], [1.41, 1.14, 1.42], [0.25, 0.44, 0.42], [0.11, -0.06, -0.12], [-0.23, -0.20, 0.42], [0.06, -0.02, 0.00], [-0.15, -0.18, -0.22], [0.64, 0.19, -0.25], [-0.98, -1.62, -0.48], [0.10, 1.26, 0.39], [0.19, -0.17, 0.03], [-0.09, 0.11, 0.22], [0.03, -0.01, 0.18], [0.01, 0.10, 0.06], [0.80, -1.21, -0.06], [0.00, -0.02, -0.06], [-0.05, 0.06, -0.03], [0.03, -0.04, -0.03], [0.02, -0.01, -0.02], [-0.03, 0.02, -0.03], [-0.08, 0.12, 0.04], [-0.07, -0.05, 0.06], [0.04, -0.05, 0.02], [0.04, -0.05, -0.04], [0.06, -0.03, -0.02], [-0.04, 0.00, 0.05], [-0.03, -0.02, 0.04], [0.00, -0.03, -0.05], [-0.04, 0.04, 0.04]], "nbo_charge": [0.649, 1.484, -0.359, -0.253, -0.225, 2.296, 0.351, -0.888, -0.924, -0.974, -0.498, -0.764, -0.543, 0.232, 0.115, -0.358, 0.542, -0.262, -0.129, 0.107, -0.327, -0.165, -0.580, -0.263, -0.278, 0.227, 0.225, 0.210, 0.234, 0.252, 0.206, 0.199, 0.208, 0.404, 0.241, 0.208, 0.403]}